Formula: C34H33Br2IKN6O2SSb
Source: the Open Molecules 2025 dataset
Level of theory: ωB97M-V/def2-TZVPD

Each line ends with the Löwdin charge.
Atoms and positions in Å:
K  -0.30  -0.56  0.31  0.640
C  -3.42  -0.71  -0.88  -0.025
C  -3.67  0.29  0.21  -0.325
C  -4.81  1.11  0.21  -0.023
C  -5.00  2.01  1.23  -0.071
C  -4.04  2.11  2.23  -0.150
C  -2.92  1.28  2.15  -0.460
N  -2.75  0.39  1.18  0.035
Sb  -1.46  1.53  3.73  1.524
C  0.14  2.43  2.60  -0.443
C  0.49  3.68  3.10  -0.153
C  1.45  4.43  2.43  -0.065
C  2.02  3.90  1.30  -0.022
C  1.62  2.63  0.86  -0.305
C  2.23  2.08  -0.40  -0.008
N  0.71  1.91  1.50  0.064
C  -0.88  -0.53  4.03  -0.449
C  -1.33  -1.05  5.23  -0.148
C  -1.04  -2.37  5.55  -0.065
C  -0.29  -3.11  4.65  -0.026
C  0.15  -2.51  3.47  -0.315
C  0.99  -3.27  2.49  -0.028
N  -0.16  -1.24  3.16  0.058
H  -4.28  -0.79  -1.54  0.082
H  -2.55  -0.40  -1.47  0.063
H  -3.19  -1.69  -0.45  0.073
H  -5.53  1.01  -0.59  0.112
H  -5.87  2.65  1.25  0.108
H  -4.15  2.80  3.05  0.081
H  0.01  4.06  3.99  0.070
H  1.74  5.41  2.80  0.108
H  2.77  4.45  0.74  0.118
H  3.32  2.09  -0.32  0.087
H  1.90  1.07  -0.59  0.043
H  1.96  2.70  -1.26  0.090
H  -1.91  -0.44  5.91  0.074
H  -1.39  -2.81  6.47  0.108
H  -0.03  -4.14  4.85  0.110
H  0.97  -4.34  2.71  0.081
H  0.64  -3.11  1.47  0.030
H  2.03  -2.94  2.55  0.076
Br  1.77  -0.51  -4.59  0.807
C  0.96  1.07  -3.89  -0.571
C  1.21  2.28  -4.53  -0.189
C  0.63  3.43  -4.08  -0.646
Br  1.00  5.06  -4.99  0.741
C  -0.23  3.41  -2.95  -0.205
C  -0.85  4.56  -2.41  -0.041
C  -1.62  4.44  -1.29  -0.045
C  -1.78  3.17  -0.71  -0.128
N  -1.24  2.08  -1.19  0.139
C  -0.48  2.18  -2.31  -0.158
C  0.13  0.93  -2.77  -0.456
O  -0.09  -0.17  -2.17  -0.240
H  1.87  2.30  -5.39  0.092
H  -0.69  5.52  -2.88  0.072
H  -2.09  5.31  -0.84  0.103
H  -2.37  3.06  0.20  0.090
I  6.41  -0.06  0.23  0.850
C  4.52  -0.66  -0.32  -0.797
C  3.98  -0.65  -1.58  -0.164
N  2.73  -1.12  -1.46  -0.026
N  2.40  -1.39  -0.19  0.013
C  3.48  -1.11  0.52  -0.207
H  4.38  -0.35  -2.54  0.112
H  1.99  -1.09  -2.16  0.039
H  3.49  -1.24  1.59  0.102
O  -0.86  -3.14  -0.23  -0.628
S  -1.13  -3.99  -1.44  0.951
C  -0.03  -5.40  -1.20  -0.325
C  1.36  -4.85  -1.48  -0.233
C  1.23  -4.11  -2.81  -0.221
C  -0.10  -3.33  -2.78  -0.307
H  -0.32  -6.15  -1.94  0.095
H  -0.20  -5.79  -0.20  0.092
H  2.12  -5.63  -1.51  0.115
H  1.63  -4.15  -0.69  0.092
H  1.20  -4.84  -3.63  0.110
H  2.07  -3.45  -3.01  0.088
H  -0.68  -3.42  -3.70  0.090
H  0.02  -2.26  -2.58  0.041

Computed properties:
**HOMO**: -6.86 eV
**2S+1**: 1
**HOMO-LUMO gap**: 7.21 eV



Formula: C34H33Br2N14O2Sn
Source: the Open Molecules 2025 dataset
Level of theory: ωB97M-V/def2-TZVPD

Each line ends with the Löwdin charge.
Atoms and positions in Å:
Sn  0.09  0.20  -0.36  1.460
C  2.45  -0.53  2.30  -0.123
N  1.05  -0.87  2.14  -0.106
C  0.78  -2.29  2.27  -0.133
C  1.22  -2.96  1.01  -0.336
N  1.39  -2.32  -0.12  0.095
C  1.79  -3.26  -1.04  -0.243
C  2.12  -3.13  -2.38  -0.009
C  2.47  -4.28  -3.06  -0.077
C  2.50  -5.53  -2.43  -0.080
C  2.20  -5.67  -1.09  -0.014
C  1.84  -4.52  -0.41  -0.193
N  1.48  -4.29  0.90  0.183
C  2.85  0.65  1.48  -0.325
N  2.58  0.82  0.21  0.074
C  3.22  1.98  -0.17  -0.225
C  3.29  2.62  -1.40  -0.030
C  4.02  3.79  -1.47  -0.090
C  4.69  4.31  -0.36  -0.086
C  4.65  3.67  0.87  -0.012
C  3.91  2.51  0.94  -0.182
N  3.66  1.63  1.97  0.183
H  2.72  -0.34  3.35  0.133
H  3.04  -1.38  1.94  0.136
H  0.48  -0.34  2.79  0.077
H  1.28  -2.74  3.14  0.134
H  -0.30  -2.43  2.39  0.135
H  2.09  -2.17  -2.86  0.104
H  2.73  -4.22  -4.10  0.105
H  2.76  -6.40  -3.01  0.106
H  2.23  -6.63  -0.60  0.112
H  1.42  -4.98  1.62  0.170
H  2.80  2.22  -2.26  0.102
H  4.09  4.33  -2.40  0.106
H  5.26  5.22  -0.46  0.105
H  5.18  4.06  1.73  0.112
H  3.99  1.72  2.91  0.170
Br  -6.95  2.07  0.90  0.796
C  -5.22  1.51  0.40  -0.654
C  -4.30  2.41  -0.12  -0.072
C  -3.05  1.92  -0.46  -0.135
N  -2.70  0.65  -0.33  0.055
C  -3.59  -0.23  0.14  -0.208
C  -4.87  0.17  0.53  -0.043
C  -3.20  -1.65  0.08  -0.206
C  -4.05  -2.68  0.47  -0.043
C  -3.65  -3.99  0.21  -0.651
Br  -4.79  -5.44  0.69  0.778
C  -2.44  -4.23  -0.41  -0.079
C  -1.65  -3.13  -0.72  -0.126
N  -2.00  -1.89  -0.47  0.063
H  -4.55  3.44  -0.27  0.113
H  -2.29  2.57  -0.86  0.074
H  -5.59  -0.53  0.92  0.100
H  -4.99  -2.50  0.95  0.102
H  -2.12  -5.23  -0.65  0.106
H  -0.70  -3.25  -1.22  0.101
N  1.02  5.68  -0.87  0.187
C  0.59  5.53  -2.12  -0.492
N  0.56  6.59  -2.94  0.190
N  0.28  4.36  -2.64  0.151
C  0.18  3.22  -2.12  -0.354
N  0.03  2.09  -1.88  0.046
H  1.05  6.61  -0.47  0.120
H  0.79  4.94  -0.22  0.079
H  0.66  7.51  -2.57  0.115
H  0.19  6.48  -3.87  0.121
N  -0.62  1.56  3.63  0.155
C  -0.59  2.25  2.42  -0.496
O  0.18  1.84  1.52  -0.185
C  -1.46  3.35  2.29  -0.218
C  -2.30  3.73  3.34  -0.243
N  -2.97  4.02  4.23  0.153
C  -1.42  4.11  1.14  -0.208
N  -1.32  4.75  0.18  0.172
H  0.27  1.23  3.96  0.094
H  -1.18  1.99  4.35  0.087
C  -1.43  -0.96  -5.05  -0.068
C  -1.53  -0.55  -3.59  -0.318
O  -0.29  -0.72  -2.93  -0.219
H  -2.39  -0.85  -5.55  0.080
H  -1.11  -1.99  -5.12  0.079
H  -0.70  -0.33  -5.57  0.077
H  -2.24  -1.18  -3.05  0.103
H  -1.87  0.49  -3.50  0.108
H  0.36  -0.20  -3.42  0.075

Computed properties:
**HOMO**: -10.11 eV
**Net charge**: +1
**2S+1**: 1
**HOMO-LUMO gap**: 7.60 eV



Formula: C34H33IrN5O5PS4
Source: the Open Molecules 2025 dataset
Level of theory: ωB97M-V/def2-TZVPD

Each line ends with the Löwdin spin population.
Atoms and positions in Å:
Ir  2.57  -1.86  0.37  1.078
O  -0.23  1.76  5.27  0.029
C  -0.11  0.52  5.23  0.020
O  -0.75  -0.32  5.96  0.014
C  0.87  -0.05  4.27  0.170
C  1.38  0.82  3.18  -0.032
C  2.03  0.27  2.09  0.124
N  2.31  -1.17  2.12  0.184
C  1.80  -1.85  3.13  0.092
C  1.12  -1.42  4.16  0.026
C  1.92  -3.39  2.72  0.023
C  1.69  -4.45  3.59  0.009
C  1.76  -5.73  3.03  0.017
C  2.11  -5.90  1.66  0.018
C  2.31  -4.77  0.85  0.022
N  2.21  -3.57  1.42  0.042
C  2.64  0.96  1.00  0.048
C  2.83  2.28  0.91  0.050
C  3.56  2.84  -0.12  0.031
C  3.97  2.03  -1.11  0.076
C  3.59  0.67  -1.05  0.034
N  2.94  0.12  -0.12  0.073
H  1.19  1.86  2.95  -0.004
H  0.85  -1.78  5.13  -0.001
H  1.28  -4.32  4.54  0.000
H  1.58  -6.63  3.60  0.001
H  2.19  -6.87  1.19  0.001
H  2.64  -4.96  -0.13  0.006
H  2.58  2.79  1.76  0.002
H  3.88  3.84  -0.14  0.001
H  4.54  2.34  -2.00  0.004
H  3.87  -0.19  -1.77  0.010
O  -1.76  -1.56  -1.50  0.011
S  -0.55  -2.06  -0.90  0.014
O  0.28  -1.07  -0.18  0.090
O  -0.73  -3.30  -0.12  0.014
S  0.72  -2.50  -2.52  0.218
S  1.84  4.33  -3.62  0.422
P  1.16  2.51  -3.38  0.365
S  2.63  -2.58  -1.83  0.500
C  -0.59  2.40  -2.94  0.048
C  -1.37  1.26  -3.08  0.022
C  -2.73  1.27  -2.73  -0.003
C  -3.35  2.46  -2.30  0.021
C  -2.56  3.55  -2.11  -0.001
C  -1.17  3.51  -2.38  0.023
C  1.37  1.59  -4.92  0.053
C  2.29  0.58  -4.88  0.010
C  2.47  -0.18  -5.99  0.000
C  1.73  0.04  -7.13  -0.001
C  0.88  1.12  -7.18  0.003
C  0.68  1.92  -6.09  0.009
H  -1.03  0.28  -3.45  0.002
H  -3.38  0.43  -2.94  -0.001
H  -4.42  2.59  -2.23  0.001
H  -2.95  4.50  -1.83  -0.001
H  -0.64  4.45  -2.24  0.003
H  2.82  0.32  -4.00  0.005
H  3.16  -1.02  -5.86  0.000
H  1.94  -0.61  -7.91  0.000
H  0.38  1.36  -8.13  0.001
H  -0.04  2.77  -6.13  0.000
C  -4.15  1.06  3.07  0.000
C  -2.71  1.45  3.44  0.000
N  -1.77  0.87  2.42  0.000
C  -1.79  -0.55  2.55  0.001
C  -3.17  -1.17  2.49  0.000
N  -4.11  -0.07  2.09  0.000
C  -3.61  0.52  0.81  0.000
C  -2.23  1.19  1.08  0.000
H  -4.65  1.90  2.58  0.000
H  -4.69  0.71  3.97  0.000
H  -2.51  1.04  4.39  0.000
H  -2.67  2.51  3.48  0.000
H  -1.33  -0.78  3.54  0.001
H  -1.08  -0.93  1.77  0.000
H  -3.54  -1.58  3.45  0.000
H  -3.34  -2.06  1.79  0.000
H  -5.12  -0.40  1.94  0.000
H  -4.35  1.30  0.50  0.000
H  -3.56  -0.27  0.11  0.000
H  -2.34  2.28  1.01  0.000
H  -1.54  0.77  0.37  0.000

Computed properties:
**HOMO (alpha / beta)**: -5.09 / -7.43 eV
**2S+1**: 5
**HOMO-LUMO gap (alpha / beta)**: 4.72 / 5.07 eV



Calculated energy above the lowest of the compared OMol25 structures with the same formula, charge and spin in order - 0.000, 0.721, 0.000 eV
Calculated strongest force on any atom in order - 0.7, 1.5, 7.2 eV/Å
Calculated energy in order - -230714.186, -206664.494, -108945.933 eV